Version 1
# C2H5PS

2 unconnected molecules or ions with the total composition C2H5PS (ωB97M-V/def2-TZVPD, the Open Molecules 2025 dataset).

Each line ends with the Löwdin charge.
Element x y z (Å)
S1 0.40780 -1.77936 0.33186  0.73
P1 1.37624 1.62006 -1.10748  0.61
C1 -0.74605 -0.84609 -0.51478  -0.55
C2 -1.38409 -1.32173 0.79130  -0.36
H1 -1.93342 -2.28987 0.74291  0.06
H2 0.32238 2.31673 -1.50744  -0.29
H3 -1.45623 -0.77070 1.66791  0.02
H4 1.21056 2.08095 0.18906  -0.24
H5 -0.82051 -0.40758 -1.49414  0.02

The HOMO-LUMO gap (spin up / spin down) comes out at 6.5 / 8.7 eV.

---

Version 2
# C2H5PS

C2H5PS in the gas phase (ωB97M-V/def2-TZVPD, the Open Molecules 2025 dataset).

Each line ends with the Löwdin charge.
Element x y z (Å)
S1 -0.84095 0.96587 0.45839  0.66
P1 1.92215 1.85225 -0.21179  0.70
C1 0.89506 0.55656 -0.17429  -0.86
C2 -1.39158 -0.77670 0.28519  -0.44
H1 0.88839 -0.51007 -0.23048  -0.02
H2 -0.86079 -1.19751 -0.54565  0.00
H3 3.11383 1.29630 -0.94602  -0.12
H4 -1.23499 -1.34418 1.24406  0.05
H5 -2.49113 -0.84252 0.12060  0.04

The SMILES is [H]/P=C/SC. The HOMO-LUMO gap comes out at 8.4 eV.

---

Which of them is the least stable? Correct choice: version 1.

---

Version 1
# C4H5NO

C4H5NO in the gas phase (ωB97M-V/def2-TZVPD, the Open Molecules 2025 dataset).

Each line ends with the Löwdin spin population.
Element x y z (Å)
O1 0.19424 -1.87513 -0.76762  0.15
N1 0.37798 0.44413 -3.37601  0.55
C1 0.14519 0.53368 -0.94359  0.57
C2 -0.00058 -0.63101 1.29838  0.02
C3 0.21321 0.58580 -2.20011  0.48
C4 0.13969 -0.81851 -0.20759  0.13
H1 0.36947 1.37806 -0.41869  0.05
H2 0.68184 0.02716 1.59507  0.00
H3 -0.93699 -0.30585 1.34892  0.01
H4 -0.25300 0.64777 -4.13682  0.06
H5 0.10237 -1.70613 1.80862  0.00

The HOMO-LUMO gap (spin up / spin down) comes out at 5.9 / 7.0 eV. Its multiplicity is 3.

---

Version 2
# C4H5NO

2 unconnected molecules or ions with the total composition C4H5NO (ωB97M-V/def2-TZVPD, the Open Molecules 2025 dataset).

Each line ends with the Löwdin spin population.
Element x y z (Å)
O1 1.03241 1.28760 -1.10148  0.01
N1 1.48071 -0.99465 -1.32814  0.02
C1 -0.32813 -0.00622 0.90098  0.74
C2 -1.66214 0.50529 0.52791  0.12
C3 1.32499 0.18724 -1.34436  0.01
C4 0.70178 -0.34646 1.42864  0.91
H1 1.52443 -1.12474 1.61021  0.11
H2 1.62995 -1.67736 -2.03605  0.00
H3 -1.47575 1.58792 0.91721  0.07
H4 -2.42693 -0.08005 0.95625  0.00
H5 -1.80131 0.66143 -0.53115  0.01

The HOMO-LUMO gap (spin up / spin down) comes out at 5.3 / 8.0 eV. Its multiplicity is 3.

---

Which of them is the least stable? Correct choice: version 2.

---

Version 1
# C22H64N4O10

10 unconnected molecules or ions with the total composition C22H64N4O10 (ωB97M-V/def2-TZVPD, the Open Molecules 2025 dataset).

Each line ends with the Löwdin charge.
Element x y z (Å)
O1 1.42880 4.59461 -4.73983  0.03
O2 -3.11735 1.03935 0.11718  -0.12
O3 2.23712 -0.92720 3.60978  -0.02
O4 -2.09859 -1.83783 4.36115  -0.01
O5 1.60750 1.70220 2.66669  0.04
O6 -1.83172 -4.44578 -0.44146  -0.01
O7 -2.57233 -0.74963 -3.84128  0.06
O8 -1.26995 2.62110 1.46493  -0.13
O9 0.16381 -2.12190 1.23198  -0.10
O10 1.11348 0.19120 0.22605  -0.18
N1 0.26359 -3.03276 3.38588  0.16
N2 -1.15435 -3.90227 2.07025  0.20
N3 -0.87867 4.42116 -0.07261  0.16
N4 0.33153 2.64247 -0.32368  0.18
C1 0.73488 2.39332 -5.01145  -0.01
C2 1.91005 -0.19259 -0.93261  -0.08
C3 -4.03777 -0.71771 3.63230  -0.04
C4 -0.59795 3.20214 0.36916  -0.57
C5 -1.70393 0.09776 -3.90312  -0.66
C6 -0.20460 -3.04027 2.19381  -0.60
C7 0.19456 -4.03298 -1.49683  -0.01
C8 -2.01446 -3.87983 -2.61866  -0.03
C9 3.18025 -2.05666 1.87067  -0.02
C10 -2.23990 0.03979 -0.45962  -0.15
C11 -0.48859 -0.60066 -3.29204  -0.02
C12 -2.01571 1.43873 -3.31060  -0.02
C13 3.45044 -2.74530 4.26578  -0.04
C14 3.27798 -1.57409 3.33382  -0.61
C15 3.85922 1.88528 2.49322  -0.01
C16 0.55165 3.88873 -5.23521  -0.64
C17 2.47749 2.43687 2.18219  -0.68
C18 -0.72246 4.38174 -4.52640  -0.05
C19 -2.67556 -1.26383 3.40379  -0.64
C20 2.33645 3.85456 2.56851  -0.01
C21 -1.69415 -0.14935 3.06248  -0.03
C22 -1.25589 -3.69457 -1.28943  -0.59
H1 1.84893 0.48621 -1.78915  0.08
H2 -4.85664 -1.47396 3.81066  0.09
H3 1.57426 -1.14702 -1.24347  0.07
H4 -1.53098 0.20715 -4.90349  0.11
H5 4.28512 -3.40477 3.96735  0.09
H6 3.68256 -2.47053 5.27469  0.07
H7 -1.77872 0.78615 3.62521  0.10
H8 -1.48337 -4.09998 1.09826  0.08
H9 2.88317 -0.26820 -0.58487  0.05
H10 0.42666 0.02315 -3.34606  0.06
H11 -4.03385 0.00520 4.47599  0.10
H12 -2.23941 -4.88696 -2.85606  0.07
H13 -2.29587 2.01092 -4.11567  0.03
H14 -0.20232 1.92119 -5.34906  0.09
H15 -2.69423 -1.98848 2.57585  0.13
H16 0.34978 -5.04017 -1.78123  0.08
H17 2.90705 -1.14885 1.32333  0.05
H18 0.54969 -3.42005 -2.27638  0.06
H19 4.08004 1.04350 1.84359  0.07
H20 -0.64364 -0.44469 3.00080  0.07
H21 2.63710 -3.42796 4.37395  0.05
H22 0.85439 -0.63343 0.72764  0.06
H23 3.80484 1.48706 3.46607  0.07
H24 2.48793 2.38423 1.10936  0.12
H25 4.13604 -0.87094 3.45197  0.14
H26 -0.76488 4.14479 -3.46349  0.06
H27 4.04578 -2.49797 1.44225  0.07
H28 -2.77361 -4.26380 -0.47201  0.14
H29 -2.57395 1.57569 0.70925  0.01
H30 1.32692 5.43878 -5.21680  0.14
H31 0.61000 1.67181 -0.02946  0.06
H32 -3.17933 -0.62088 -4.52308  0.11
H33 -1.34080 0.47687 -0.83330  0.05
H34 -2.96012 -3.28328 -2.64363  0.09
H35 2.36044 -2.73907 1.72235  0.06
H36 -1.41876 -3.44445 -3.43218  0.07
H37 -1.54659 -4.53587 2.73278  0.13
H38 0.88487 3.09537 -1.05218  0.14
H39 -1.09943 2.01940 -2.91621  0.09
H40 0.94638 2.16491 -4.00766  0.05
H41 2.10298 -0.06943 3.14257  0.10
H42 0.96571 -2.25470 3.58970  0.13
H43 -2.02917 -0.73838 0.23018  0.05
H44 0.79511 1.85925 2.21700  0.08
H45 -1.61133 3.99536 -5.01920  0.07
H46 -0.35578 4.90616 -0.76057  0.09
H47 -0.25582 -1.48561 -3.89063  0.09
H48 0.46169 4.14753 -6.24851  0.13
H49 -2.00948 0.20240 2.13600  0.01
H50 -2.76002 1.47939 -2.51409  0.09
H51 2.25889 3.95281 3.64263  0.10
H52 0.72565 -3.93957 -0.61513  0.05
H53 0.14683 -3.85555 3.98136  0.15
H54 1.35546 4.12948 2.12795  0.09
H55 3.06818 4.49418 2.27702  0.05
H56 -1.70073 4.91710 0.37459  0.15
H57 -2.67647 -0.52795 -1.21884  0.05
H58 -1.29074 -2.31335 4.07643  0.06
H59 -0.87567 5.44106 -4.63035  0.07
H60 4.69929 2.56800 2.30397  0.10
H61 1.47306 2.08869 -5.68797  0.07
H62 -0.62328 -0.83142 -2.23069  0.06
H63 -1.31535 -2.65653 -0.93910  0.12
H64 -4.35934 -0.20577 2.74496  0.07

The SMILES is NC(N)=O.NC(N)=O.CC(C)O.CC(C)O.CC(C)O.CC(C)O.CC(C)O.CC(C)O.CO.CO. The HOMO-LUMO gap comes out at 8.8 eV.

---

Version 2
# C22H64N4O10

10 unconnected molecules or ions with the total composition C22H64N4O10 (ωB97M-V/def2-TZVPD, the Open Molecules 2025 dataset).

Each line ends with the Löwdin charge.
Element x y z (Å)
O1 -3.26220 0.45997 1.04508  -0.03
O2 -1.46820 3.14697 0.06808  -0.11
O3 -4.18820 -0.66403 -1.36892  -0.10
O4 -2.89020 1.61397 -2.89092  0.00
O5 -3.21420 -1.93803 4.76208  -0.12
O6 3.83280 4.25597 1.41308  0.01
O7 2.45880 -3.72403 -1.89492  0.05
O8 2.39780 1.92297 -2.15592  0.00
O9 1.21380 0.25997 3.48908  -0.05
O10 1.27480 0.78397 -0.07192  -0.09
N1 -0.44420 0.25997 1.41808  0.22
N2 -4.08620 -2.54003 -2.86692  0.16
N3 -1.09220 0.60697 -0.54292  0.16
N4 -2.24520 -1.67203 -2.09192  0.17
C1 -5.36620 -0.30603 1.72408  -0.02
C2 1.41080 -0.93703 3.78608  -0.61
C3 -0.05620 0.47197 0.23108  -0.57
C4 -3.84020 -0.38703 1.75808  -0.63
C5 -1.16220 0.51097 -4.17992  -0.02
C6 -0.34320 3.60597 0.77708  -0.17
C7 3.82480 3.14597 0.90508  -0.68
C8 2.21480 1.39097 -4.38292  -0.02
C9 2.87180 -0.87503 4.26408  -0.03
C10 3.22280 2.13297 1.87508  -0.06
C11 1.33080 -3.75203 -1.25592  -0.61
C12 -1.07420 2.96897 -3.28192  -0.02
C13 1.13880 -4.49703 -0.00792  -0.06
C14 1.32780 -1.93703 2.65008  -0.05
C15 -1.96020 1.81697 -3.73192  -0.58
C16 0.77480 -2.30103 -1.00092  -0.05
C17 5.22580 2.76597 0.39508  -0.01
C18 -3.48220 -1.78603 1.38408  -0.05
C19 -3.51620 -1.70003 -2.02792  -0.61
C20 3.35180 -0.00803 -2.57592  -0.03
C21 -1.97420 -1.42303 4.32308  -0.18
C22 2.32680 0.96397 -2.96092  -0.69
H1 3.02780 3.28397 0.14208  0.13
H2 3.79180 2.08897 2.83808  0.09
H3 3.58580 -0.32803 3.60708  0.09
H4 -3.57420 -2.50803 2.20008  0.10
H5 -1.55220 -1.78103 3.33908  0.08
H6 5.36780 3.43497 -0.46492  0.09
H7 0.29780 -4.36203 0.55108  0.05
H8 -3.59220 -3.29803 -3.39692  0.14
H9 -1.76620 -1.17903 -1.34692  0.06
H10 -1.37720 2.18597 -0.00592  -0.01
H11 -3.49320 -0.22403 2.79308  0.11
H12 1.30580 0.90097 4.22508  0.17
H13 3.38980 -0.77103 -3.31192  0.07
H14 -1.26420 -1.60903 5.10508  0.06
H15 1.39180 0.52897 -2.73692  0.09
H16 3.23880 -1.89303 4.27108  0.07
H17 0.32080 -2.06803 2.11308  0.08
H18 2.92280 2.07997 -4.70092  0.06
H19 0.69180 -1.21203 4.56208  0.12
H20 1.35780 -5.56503 -0.27192  0.11
H21 -0.39620 3.18397 -4.11892  0.07
H22 -0.55120 2.75697 -2.34592  0.06
H23 2.11180 -1.71303 1.95908  0.07
H24 2.19880 1.53797 -1.30892  0.03
H25 3.28580 1.10997 1.41808  0.08
H26 2.14180 2.31097 1.98708  0.05
H27 2.84380 -0.44803 5.25308  0.08
H28 3.10480 -0.59703 -1.74992  0.04
H29 -1.96520 0.26097 -0.18292  0.08
H30 3.03280 4.44397 1.94208  0.14
H31 -1.58820 3.95197 -3.09192  0.10
H32 0.51980 3.73397 0.11808  0.08
H33 0.04480 2.96797 1.57908  0.05
H34 0.56380 -4.14503 -1.94692  0.14
H35 0.68180 -1.71003 -1.96292  0.09
H36 -5.79520 0.44997 2.35908  0.07
H37 -2.51220 -1.84703 1.08908  0.03
H38 1.33280 -1.79203 -0.20592  0.06
H39 -3.59620 1.35197 1.26508  0.17
H40 3.07480 -3.49103 -1.20692  0.11
H41 -3.46820 -1.27903 5.42008  0.09
H42 -1.11220 1.02697 -1.48092  0.11
H43 -0.57220 -0.02603 -3.48492  0.03
H44 1.38180 2.05997 -4.53392  0.05
H45 -5.76220 -0.31903 0.72308  0.07
H46 -2.54420 2.07897 -4.58292  0.12
H47 -0.56720 4.57497 1.28408  0.09
H48 -3.34520 0.81497 -3.19392  0.10
H49 4.33280 0.52797 -2.38792  0.12
H50 5.14480 1.78697 0.05608  0.03
H51 -0.19220 -2.38403 -0.53092  0.04
H52 -2.18620 -0.29303 4.35608  0.11
H53 -5.03420 -2.76103 -2.69192  0.10
H54 -1.39320 0.17897 1.80208  0.12
H55 1.95880 -4.33203 0.72308  0.09
H56 -0.49520 0.78097 -5.01792  0.08
H57 -1.69920 -2.10003 -2.88192  0.15
H58 1.54880 -3.00403 2.95408  0.10
H59 -4.03120 -2.08103 0.50408  0.07
H60 0.26080 0.16097 2.16108  0.07
H61 6.09280 2.86797 1.13708  0.11
H62 2.10480 0.51297 -5.10292  0.11
H63 -1.82920 -0.16203 -4.64592  0.05
H64 -5.73120 -1.29203 2.07808  0.09

The SMILES is NC(N)=O.NC(N)=O.CC(C)O.CC(C)O.CC(C)O.CC(C)O.CC(C)O.CC(C)O.CO.CO. The HOMO-LUMO gap comes out at 8.5 eV.

---

Which of them is the least stable? Correct choice: version 2.

---

Version 1
# C6H24KO6

A molecular structure, C6H24KO6 (ωB97M-V/def2-TZVPD, the Open Molecules 2025 dataset).

Each line ends with the Löwdin charge.
Element x y z (Å)
K1 0.07697 -0.32521 -0.02866  1.01
O1 1.58049 -0.18359 1.44942  -0.25
O2 0.66494 -1.60817 -1.18829  -0.31
O3 -1.40618 -0.02003 -1.28912  -0.37
O4 -0.89471 0.82632 1.32341  -0.28
O5 0.79339 1.28487 -0.88065  -0.29
O6 -0.68370 -1.72905 1.22574  -0.24
C1 -0.08396 1.85593 -1.81076  -0.10
C2 -2.47822 -0.83008 -0.90466  -0.08
C3 -1.66769 1.83345 0.62680  -0.08
C4 2.05098 -1.64865 -1.57517  -0.06
C5 2.56381 0.53859 0.73166  -0.12
C6 -0.26238 -1.29756 2.54430  -0.10
H1 2.65504 -0.98292 -0.95872  0.06
H2 -1.44775 -2.27699 1.41963  0.10
H3 1.57057 1.83257 -0.74802  0.10
H4 -0.47779 1.04351 -2.42148  0.11
H5 -0.01577 -0.23963 2.63425  0.07
H6 -1.70855 1.63342 -0.44391  0.03
H7 -2.24752 -1.68922 -0.27475  0.09
H8 -1.07344 -1.54257 3.23005  0.12
H9 -0.89321 2.40116 -1.32504  0.08
H10 3.44622 -0.10047 0.69886  0.11
H11 0.67281 -1.74943 2.87495  0.10
H12 1.83640 -0.24726 2.37249  0.11
H13 -1.25281 2.83349 0.75288  0.11
H14 2.24107 -1.27001 -2.57946  0.10
H15 -2.67654 1.78158 1.03623  0.11
H16 2.28596 0.61498 -0.31956  0.04
H17 0.16511 -2.22495 -1.72805  0.12
H18 2.77225 1.53037 1.13294  0.12
H19 2.49094 -2.63938 -1.46115  0.10
H20 0.49758 2.50554 -2.46492  0.12
H21 -3.13709 -0.18741 -0.32072  0.10
H22 -1.75495 0.69972 -1.82009  0.08
H23 -3.03049 -1.23455 -1.75289  0.11
H24 -1.17180 0.81163 2.24245  0.09

Its charge is +1. The HOMO-LUMO gap comes out at 10.9 eV.

---

Version 2
# C6H24KO6

A molecular structure, C6H24KO6 (ωB97M-V/def2-TZVPD, the Open Molecules 2025 dataset).

Each line ends with the Löwdin charge.
Element x y z (Å)
K1 0.02185 -0.01034 0.12325  1.04
O1 -0.93851 0.90965 1.31259  -0.42
O2 -1.24523 0.52426 -1.29424  -0.38
O3 0.45936 -0.89313 -1.45531  -0.32
O4 0.84172 0.30939 1.78437  -0.30
O5 1.55037 1.08161 -0.35160  -0.24
O6 -0.47259 -1.60385 0.90898  -0.33
C1 -1.33602 1.90221 -0.87466  -0.05
C2 -2.15943 0.30185 1.61821  -0.07
C3 2.21241 -0.04377 1.91820  -0.09
C4 -0.69517 -1.16183 -2.21405  -0.13
C5 1.33633 1.29934 -1.75644  -0.11
C6 0.61776 -2.44068 1.09770  -0.11
H1 -0.82866 -0.43646 -3.01661  0.12
H2 1.17410 -0.74079 -2.07784  0.11
H3 2.72218 -0.04748 0.95476  0.09
H4 -2.30336 2.32995 -1.13806  0.12
H5 2.31756 1.64013 -0.20643  0.12
H6 -2.36943 0.17669 2.68045  0.12
H7 0.48398 -3.32282 0.47157  0.11
H8 0.45469 0.73773 -2.06533  0.06
H9 2.17245 0.97814 -2.37759  0.12
H10 0.46393 0.28570 2.66660  0.14
H11 2.27872 -1.09851 2.18517  0.07
H12 2.82146 0.57124 2.58070  0.11
H13 1.63104 -2.11429 0.86354  0.09
H14 -1.55292 0.48193 -2.20261  0.09
H15 -0.98520 1.81011 1.64212  0.14
H16 1.02278 2.29967 -2.05499  0.10
H17 -2.11841 -0.69819 1.18653  0.08
H18 -0.53043 2.48096 -1.32653  0.08
H19 -3.06176 0.72559 1.17736  0.11
H20 0.69696 -2.68483 2.15704  0.11
H21 -1.24851 -2.13625 1.09898  0.12
H22 -1.18989 1.96156 0.20386  0.06
H23 -1.57562 -1.21235 -1.57346  0.12
H24 -0.66851 -2.16213 -2.64624  0.12

Its charge is +1. The HOMO-LUMO gap comes out at 9.9 eV.

---

Which of them is the least stable? Correct choice: version 2.